[1]
{
  "formula": "H24O12",
  "method": "ωB97M-V with the def2-TZVPD basis set",
  "lumo_ev": -0.090,
  "multiplicity": 1,
  "homo_energy_ev": -10.89,
  "smiles": "O.O.O.O.O.O.O.O.O.O.O.O",
  "symbols": ["H", "H", "H", "H", "H", "H", "H", "H", "H", "H", "H", "H", "H", "H", "H", "H", "H", "H", "H", "H", "H", "H", "H", "H", "O", "O", "O", "O", "O", "O", "O", "O", "O", "O", "O", "O"],
  "positions_angstrom": [[0.75, -0.03, -0.02], [-0.69, 0.35, 0.25], [2.16, 0.62, 4.37], [0.97, -0.20, 3.70], [-3.47, 4.03, -0.69], [-3.18, 2.93, 0.42], [0.63, -1.35, -3.23], [2.13, -0.89, -2.75], [-5.27, -0.04, 0.93], [-3.69, -0.04, 1.21], [4.90, 1.73, -1.95], [4.92, 1.84, -0.45], [3.16, -0.68, 0.65], [3.60, -0.72, 2.19], [2.28, 3.09, 1.43], [3.41, 3.14, 0.34], [3.63, -3.06, -1.70], [3.02, -3.75, -0.47], [-2.86, -2.45, -1.94], [-2.95, -1.78, -0.54], [-3.58, 1.51, -2.28], [-2.59, 2.74, -2.58], [-3.31, -2.67, 1.42], [-4.09, -3.94, 1.16], [-0.04, 0.15, -0.40], [1.59, -0.14, 4.51], [-3.05, 3.87, 0.13], [1.61, -1.31, -3.47], [-4.46, -0.48, 0.81], [4.65, 1.23, -1.18], [2.94, -0.44, 1.59], [3.03, 2.62, 0.97], [3.75, -3.31, -0.75], [-2.75, -1.62, -1.43], [-2.95, 2.18, -1.87], [-4.19, -3.12, 1.63]]
}



[2]
{
  "formula": "C12H9BCl16F13O2S",
  "method": "ωB97M-V with the def2-TZVPD basis set",
  "lumo_ev": 1.230,
  "multiplicity": 1,
  "homo_energy_ev": -2.17,
  "charge": -1,
  "symbols": ["C", "O", "B", "O", "C", "C", "C", "C", "F", "F", "C", "F", "F", "C", "F", "F", "C", "F", "F", "S", "F", "F", "F", "F", "F", "H", "H", "H", "H", "H", "H", "H", "H", "H", "C", "Cl", "Cl", "Cl", "Cl", "C", "Cl", "Cl", "Cl", "Cl", "C", "Cl", "Cl", "Cl", "Cl", "C", "Cl", "Cl", "Cl", "Cl"],
  "positions_angstrom": [[4.91, 1.99, 2.08], [5.67, 1.90, 0.88], [4.91, 2.64, -0.09], [5.26, 4.02, -0.13], [3.83, 2.00, -0.99], [2.77, 3.06, -1.41], [1.31, 2.53, -1.46], [0.82, 1.90, -0.15], [1.52, 2.27, 0.92], [1.09, 0.57, -0.28], [-0.71, 1.95, 0.09], [-1.35, 1.53, -1.00], [-0.97, 1.00, 1.01], [-1.35, 3.24, 0.69], [-0.82, 3.47, 1.88], [-2.62, 2.85, 0.97], [-1.53, 4.50, -0.21], [-1.59, 4.23, -1.48], [-2.72, 5.01, 0.05], [-0.32, 5.93, 0.03], [0.12, 5.88, -1.49], [-1.45, 6.96, -0.43], [-0.79, 6.14, 1.51], [0.85, 4.99, 0.42], [0.65, 7.15, 0.21], [5.47, 1.56, 2.92], [3.97, 1.46, 1.90], [4.63, 3.04, 2.29], [5.12, 4.24, -1.06], [4.37, 1.72, -1.92], [3.00, 3.36, -2.45], [2.85, 3.99, -0.83], [1.29, 1.75, -2.21], [0.67, 3.34, -1.82], [0.79, -2.58, 1.38], [-0.24, -2.00, 0.07], [-0.13, -3.74, 2.37], [2.21, -3.38, 0.71], [1.29, -1.22, 2.39], [-4.34, -5.10, 2.23], [-4.96, -6.19, 0.97], [-3.69, -6.05, 3.57], [-3.06, -4.08, 1.55], [-5.66, -4.08, 2.82], [-7.60, -7.81, -1.71], [-7.76, -6.06, -1.46], [-7.72, -8.16, -3.44], [-6.04, -8.36, -1.10], [-8.90, -8.64, -0.86], [1.39, -6.96, -1.58], [2.74, -7.53, -0.59], [0.12, -6.33, -0.53], [1.95, -5.68, -2.66], [0.75, -8.31, -2.55]]
}